# C3H5F3INO

2 unconnected molecules or ions with the total composition C3H5F3INO in a non-equilibrium geometry (ωB97M-V/def2-TZVPD, the OMol25 dataset).

Max |F|: 0.0919 hartree/bohr
Molecular weight: 254.98 g/mol
DFT total energy: -844.49111 Eh
Energy relative to the best compared isomer or geometry (same formula, charge and spin): 0.000 eV
Highest occupied orbital energy (alpha / beta): -8.6 / -8.6 eV

ORCA input file:
```
! wB97M-V def2-TZVPD RIJCOSX def2/J DEFGRID3
* xyz 0 1
I 2.60424 -1.64229 -0.10512
F -0.12919 1.98536 -0.78979
F 0.71317 1.88547 1.17517
F 2.07786 2.08415 -0.55429
O 0.41500 -0.76078 -1.65655
N -1.65626 -0.46337 0.13045
C -0.36867 -0.98267 0.64861
C 0.63613 -0.78000 -0.37422
C 0.92989 1.54344 -0.08969
H -1.79536 0.52929 0.48792
H -0.58915 -2.07728 0.87227
H -0.30991 -0.19495 -1.77633
H -2.53935 -0.82597 0.50627
H 0.01160 -0.30040 1.52530
*
```

Atomic partial charges in e from the Löwdin method, atoms 1 to 2:
1. I 0.87
2. F 0.08